The following is a quantum chemistry calculation of 12 unconnected molecules or ions with the total composition C81H192N12O3, from OMol25.

Positions of all 288 atoms, in Å:
C -1.5294 0.1313 -9.2602
C -0.9479 1.0149 -8.1082
C 0.5706 1.0191 -8.2865
C -1.4920 2.4705 -8.2592
C -2.8416 2.7378 -7.5854
C -2.8847 2.2010 -6.1720
C -2.4637 0.6881 -6.0111
C -2.2237 0.5187 -4.5279
C -3.6596 -0.1578 -6.4586
N -1.2362 0.4154 -6.7637
O -0.7422 -0.8490 -6.6161
H -0.9926 -0.8145 -9.3336
H -2.5549 -0.2035 -9.1045
H -1.5612 0.7126 -10.1817
H 0.9108 1.8200 -8.9429
H 1.0568 1.2317 -7.3344
H 0.9796 0.0387 -8.5308
H -0.7103 3.1232 -7.8706
H -1.6400 2.7221 -9.3094
H -3.0951 3.7978 -7.5731
H -3.6487 2.3313 -8.1949
H -3.9037 2.2924 -5.7960
H -2.2765 2.8686 -5.5617
H -1.8970 -0.5006 -4.3223
H -3.1224 0.7650 -3.9624
H -1.4240 1.1247 -4.1021
H -3.8887 -0.1029 -7.5229
H -4.5582 0.1510 -5.9245
H -3.5209 -1.2208 -6.2610
H -1.2857 -1.3277 -7.2463
C -4.4690 -0.4265 8.1393
C -4.8308 -0.8809 6.6978
C -5.0866 -2.3730 6.7649
C -6.1246 -0.0556 6.2282
C -6.4956 -0.1083 4.7828
C -5.3138 0.2948 3.9583
C -3.9924 -0.5029 4.2754
C -3.9975 -1.8917 3.5522
C -2.9020 0.3896 3.7126
N -3.7324 -0.5666 5.7654
O -2.4662 -1.1041 6.1639
H -5.3354 -0.3715 8.7983
H -3.6362 -0.9721 8.5831
H -4.1799 0.6217 8.0639
H -5.6049 -2.5842 7.7002
H -5.6624 -2.6662 5.8870
H -4.1757 -2.9717 6.7744
H -6.9898 -0.4675 6.7477
H -6.0648 0.9652 6.6058
H -6.8680 -1.0720 4.4353
H -7.3791 0.5130 4.6358
H -5.1833 1.3671 4.1038
H -5.5742 0.1007 2.9178
H -2.9920 -2.3092 3.5010
H -4.3413 -1.8245 2.5200
H -4.6456 -2.5995 4.0690
H -3.0642 0.4917 2.6396
H -1.9549 -0.0947 3.9503
H -2.8403 1.3726 4.1797
H -2.5796 -1.9976 5.8315
C 2.8583 -3.7745 -0.1035
C 1.7920 -4.9430 -0.1204
C 1.9979 -5.8585 -1.3588
C 2.0796 -5.7827 1.1706
C 0.9235 -6.7758 1.4510
C -0.3524 -5.9459 1.6579
C -0.7208 -5.0626 0.3890
C -1.4232 -5.9362 -0.6915
C -1.8017 -4.0812 0.9863
N 0.4752 -4.3189 -0.0412
O 0.1909 -3.4551 -1.1269
H 2.9003 -3.1695 0.8022
H 3.8761 -4.1402 -0.2395
H 2.6269 -3.1138 -0.9390
H 1.2817 -6.6751 -1.2683
H 1.7678 -5.2125 -2.2060
H 3.0534 -6.1119 -1.4577
H 3.0435 -6.2884 1.1128
H 2.2787 -5.1398 2.0280
H 0.6997 -7.4483 0.6229
H 1.0375 -7.3934 2.3418
H -0.3080 -5.3972 2.5986
H -1.1925 -6.6387 1.7072
H -1.9663 -5.3645 -1.4441
H -2.0238 -6.7014 -0.1998
H -0.7579 -6.6067 -1.2355
H -2.6567 -4.6613 1.3335
H -2.0898 -3.3330 0.2478
H -1.3193 -3.4880 1.7631
H 0.5184 -2.6119 -0.8053
C -5.0481 6.9845 -0.9183
C -3.9410 7.1182 -1.9755
N -3.3158 5.7570 -2.0455
C -2.6531 5.5489 -3.3567
C -3.6204 5.5610 -4.4930
C -2.5441 5.4518 -0.8608
C -1.8833 4.0966 -0.8264
H -5.6759 7.8737 -0.8617
H -4.6129 6.8747 0.0751
H -5.7260 6.1906 -1.2315
H -4.4105 7.4563 -2.8993
H -3.1899 7.8993 -1.8587
H -2.2267 4.5460 -3.3804
H -1.7937 6.2131 -3.4487
H -4.5097 4.9786 -4.2520
H -3.1286 5.1980 -5.3955
H -3.9631 6.5611 -4.7584
H -1.7264 6.1704 -0.8046
H -3.0725 5.4991 0.0913
H -1.2182 4.0592 0.0364
H -2.6425 3.3163 -0.7736
H -1.2572 4.0005 -1.7134
C -0.9889 -3.2801 8.8899
C -0.4032 -3.7842 7.5390
N -1.3321 -4.0739 6.4711
C -0.7203 -4.4227 5.1660
C 0.1717 -3.2864 4.6312
C -2.3398 -5.0080 6.9479
C -3.3257 -5.4923 5.8547
H -1.5924 -4.0947 9.2902
H -1.5467 -2.3594 8.7186
H -0.1559 -3.0364 9.5493
H 0.3908 -3.1108 7.2159
H 0.2937 -4.6223 7.5418
H -0.2454 -5.4033 5.1955
H -1.5589 -4.4242 4.4697
H 0.3458 -3.3359 3.5564
H -0.3421 -2.3252 4.6486
H 1.0827 -3.3211 5.2287
H -2.7906 -4.5497 7.8281
H -1.7454 -5.8314 7.3438
H -4.2363 -5.9110 6.2830
H -2.8023 -6.2480 5.2689
H -3.6638 -4.7187 5.1652
C 6.8436 -0.8802 0.5382
C 5.5238 -0.5411 1.1772
N 5.7668 -0.4705 2.6046
C 5.5773 0.8798 3.1326
C 6.3232 1.2020 4.3920
C 4.9599 -1.4385 3.3344
C 5.4279 -2.8384 3.1376
H 7.4479 0.0251 0.4815
H 6.7049 -1.0962 -0.5212
H 7.3854 -1.6766 1.0483
H 5.1322 0.3887 0.7648
H 4.8090 -1.2861 0.8275
H 6.0727 1.5405 2.4212
H 4.5195 1.1412 3.1065
H 5.7295 0.6273 5.1029
H 7.3724 0.9104 4.3442
H 6.2870 2.2694 4.6098
H 3.9025 -1.5137 3.0808
H 4.9525 -1.1945 4.3967
H 5.2302 -3.2158 2.1343
H 4.9739 -3.5685 3.8076
H 6.5056 -2.9067 3.2860
C 4.3435 -1.0030 -7.0064
C 3.7681 -0.8186 -5.5534
N 4.1473 -1.8594 -4.6069
C 5.5713 -1.9057 -4.3591
C 5.8646 -2.5826 -3.0081
C 3.4703 -3.2031 -4.8145
C 1.9366 -3.1506 -4.9132
H 5.4269 -0.9391 -7.1078
H 3.8423 -0.2797 -7.6497
H 4.0560 -1.9924 -7.3621
H 4.1718 0.1068 -5.1426
H 2.7039 -0.5979 -5.6367
H 6.1069 -2.4026 -5.1679
H 5.9654 -0.8938 -4.4529
H 6.9396 -2.6644 -2.8474
H 5.4342 -2.0231 -2.1776
H 5.4884 -3.6025 -2.9284
H 3.7240 -3.8422 -3.9688
H 3.9111 -3.7465 -5.6502
H 1.6773 -2.6692 -5.8562
H 1.5244 -2.6351 -4.0458
H 1.4356 -4.1116 -4.7975
C -0.0093 5.4690 6.5931
C -0.3884 4.1774 5.8522
N 0.7175 3.7893 4.9972
C 0.3811 2.5319 4.2732
C -0.4316 2.7551 2.9877
C 1.9103 3.4928 5.7863
C 3.1541 3.7681 4.9477
H 0.5635 5.3368 7.5111
H -0.9788 5.9436 6.7445
H 0.6055 6.1214 5.9730
H -0.5833 3.3865 6.5764
H -1.2596 4.4227 5.2447
H -0.2670 1.9611 4.9382
H 1.2541 1.8999 4.1103
H -1.1767 3.5494 2.9429
H -0.8930 1.8079 2.7084
H 0.2564 2.9647 2.1686
H 2.0197 4.2012 6.6074
H 1.8876 2.5068 6.2503
H 3.1649 4.8252 4.6822
H 4.0925 3.5378 5.4522
H 3.1640 3.1950 4.0206
C -5.3371 -6.3999 -2.3511
C -6.4994 -5.5291 -1.8596
N -6.2411 -5.0374 -0.4515
C -7.4868 -4.3924 -0.0471
C -7.5161 -4.0792 1.4674
C -4.9979 -4.1846 -0.4147
C -4.9219 -3.1048 -1.5333
H -4.3811 -5.9312 -2.1179
H -5.4670 -6.5264 -3.4259
H -5.4279 -7.3404 -1.8077
H -6.6840 -4.6590 -2.4896
H -7.3884 -6.1597 -1.8694
H -7.7083 -3.4855 -0.6097
H -8.3182 -5.0441 -0.3159
H -8.5549 -3.8566 1.7112
H -7.2265 -4.8984 2.1255
H -6.9042 -3.2214 1.7466
H -4.0981 -4.7994 -0.4376
H -5.0560 -3.6427 0.5293
H -4.6275 -3.4350 -2.5295
H -4.1487 -2.3470 -1.4059
H -5.8570 -2.5512 -1.6180
C 2.1557 6.0434 -3.4164
C 1.1193 5.4204 -4.3535
N 1.7103 4.6438 -5.4724
C 2.2882 3.3608 -5.0023
C 1.2499 2.4140 -4.4917
C 2.6642 5.3950 -6.2853
C 1.8947 6.4580 -7.0819
H 1.6707 6.4239 -2.5175
H 2.7398 6.8272 -3.8986
H 2.8024 5.2556 -3.0300
H 0.5522 4.7116 -3.7501
H 0.3939 6.1672 -4.6765
H 2.5502 2.9218 -5.9650
H 3.2184 3.4996 -4.4514
H 0.4555 2.2991 -5.2291
H 1.7020 1.4265 -4.3995
H 0.7742 2.5620 -3.5222
H 3.0960 4.7395 -7.0415
H 3.4489 5.8356 -5.6703
H 2.7035 7.0431 -7.5196
H 1.2945 7.1230 -6.4608
H 1.3294 6.0710 -7.9297
C -2.0688 -0.2506 -1.0718
C -0.9433 -0.1728 0.0356
N 0.4229 -0.5387 -0.3322
C 1.3355 -0.4747 0.7850
C 0.9203 -1.1823 2.0419
C 0.8716 0.2939 -1.4250
C 2.3410 0.1284 -1.7657
H -3.0402 -0.3311 -0.5840
H -1.9547 -1.0896 -1.7582
H -2.0483 0.6697 -1.6556
H -1.0034 0.8161 0.4902
H -1.2925 -0.8492 0.8157
H 2.2764 -0.9638 0.5329
H 1.5359 0.5512 1.0938
H 1.7031 -1.0172 2.7822
H -0.0338 -0.8028 2.4078
H 0.8533 -2.2539 1.8541
H 0.7176 1.3527 -1.2170
H 0.2391 -0.0872 -2.2267
H 3.1129 0.3655 -1.0335
H 2.6364 0.7461 -2.6138
H 2.4964 -0.9334 -1.9564
C 5.5095 6.0753 2.4157
C 5.1931 4.5970 2.2216
N 5.6695 3.9602 0.9690
C 4.7735 4.1243 -0.1671
C 3.7490 2.9214 -0.2172
C 7.0950 4.1069 0.6686
C 8.0030 3.3158 1.5807
H 5.3619 6.6628 1.5095
H 6.5131 6.2139 2.8177
H 4.7131 6.4330 3.0683
H 5.5355 4.0348 3.0904
H 4.1099 4.4762 2.2059
H 5.3855 4.1481 -1.0687
H 4.2392 5.0741 -0.1920
H 3.2734 2.8984 -1.1977
H 2.9879 3.0234 0.5564
H 4.3040 2.0042 -0.0204
H 7.2869 3.7302 -0.3361
H 7.3240 5.1683 0.5728
H 8.1171 2.2339 1.5122
H 8.9939 3.7697 1.5694
H 7.6196 3.2901 2.6007

Structure (SMILES) ... CC1(C)CCCC(C)(C)N1O.CC1(C)CCCC(C)(C)N1O.CC1(C)CCCC(C)(C)N1O.CCN(CC)CC.CCN(CC)CC.CCN(CC)CC.CCN(CC)CC.CCN(CC)CC.CCN(CC)CC.CCN(CC)CC.CCN(CC)CC.CCN(CC)CC
E_tot ... -4083.79585 Eh
E_HOMO ... -7.92 eV
HOMO-LUMO gap ... 8.491 eV